Record 1
This record from OMol25 describes a structure of composition C50H52Cl3F6Ge2O3PtS4Sb. The level of theory is ωB97M-V/def2-TZVPD.

XYZ file:
```
122
Properties=species:S:1:pos:R:3:mulliken_spin:R:1
Pt 0.89 1.85 -2.00 1.4013
C -5.29 1.10 4.27 -0.0001
C -3.79 1.09 4.16 -0.0008
C -3.07 2.26 3.99 0.0014
C -1.68 2.26 3.90 0.0058
C -0.94 3.56 3.73 -0.0292
C -1.00 1.05 3.99 0.0080
C -1.70 -0.15 4.15 0.0049
C -0.97 -1.46 4.18 0.0012
C -3.09 -0.11 4.24 -0.0009
C 0.50 1.03 4.01 -0.0083
C 1.08 1.07 5.28 0.0014
C 2.46 1.01 5.43 -0.0001
C 3.26 0.92 4.30 0.0005
C 2.71 0.90 3.03 0.0039
C 1.31 0.95 2.88 -0.0135
Ge 0.54 1.04 1.08 0.0343
S 0.85 2.98 0.11 0.5419
S -1.61 0.43 1.03 0.0387
Ge -1.09 -0.46 -0.95 -0.0375
S -1.22 1.02 -2.56 0.4714
S 1.16 -0.39 -0.58 0.1927
C -1.99 -2.17 -1.26 -0.0026
C -1.27 -3.34 -1.50 -0.0137
C -1.96 -4.53 -1.74 -0.0007
C -3.34 -4.55 -1.73 0.0006
C -4.05 -3.38 -1.51 -0.0016
C -3.38 -2.19 -1.28 -0.0201
C -4.17 -0.92 -1.15 0.0010
C -4.38 -0.13 -2.28 0.0127
C -3.92 -0.55 -3.66 0.0118
C -5.04 1.08 -2.13 0.0017
C -5.51 1.51 -0.90 -0.0011
C -6.18 2.85 -0.76 0.0004
C -5.34 0.68 0.20 0.0021
C -4.68 -0.53 0.10 0.0038
C -4.53 -1.43 1.30 -0.0005
C 0.22 -3.38 -1.54 0.0068
C 0.94 -3.79 -0.41 0.0076
C 0.26 -4.14 0.88 0.0260
C 2.33 -3.87 -0.50 0.0002
C 3.01 -3.52 -1.65 0.0016
C 4.51 -3.63 -1.73 -0.0003
C 2.28 -3.08 -2.75 0.0052
C 0.89 -3.03 -2.72 -0.0032
C 0.14 -2.63 -3.96 -0.0034
C 3.67 0.85 1.89 -0.0163
C 4.33 2.02 1.49 -0.0068
C 4.00 3.35 2.12 0.0086
C 5.35 1.94 0.55 0.0015
C 5.75 0.72 0.02 0.0053
C 6.93 0.64 -0.91 -0.0009
C 5.06 -0.43 0.40 -0.0014
C 4.03 -0.38 1.33 0.0091
C 3.35 -1.65 1.77 -0.0173
H -5.65 2.08 4.58 0.0000
H -5.64 0.36 4.99 0.0000
H -5.76 0.86 3.31 -0.0001
H -3.60 3.20 3.92 -0.0001
H -1.63 4.40 3.72 0.0006
H -0.38 3.58 2.79 0.0257
H -0.21 3.71 4.53 -0.0009
H -0.24 -1.50 4.98 0.0001
H -0.44 -1.62 3.24 0.0034
H -1.67 -2.29 4.31 -0.0002
H -3.63 -1.04 4.36 0.0002
H 0.43 1.13 6.14 -0.0001
H 2.90 1.04 6.42 0.0000
H 4.34 0.89 4.40 0.0000
H -1.39 -5.43 -1.93 -0.0007
H -3.87 -5.48 -1.92 0.0000
H -5.14 -3.38 -1.54 -0.0001
H -3.74 -1.62 -3.73 -0.0008
H -2.99 -0.05 -3.95 0.0032
H -4.68 -0.28 -4.40 0.0015
H -5.19 1.71 -3.01 -0.0022
H -6.41 3.29 -1.73 0.0001
H -5.53 3.55 -0.23 -0.0001
H -7.11 2.77 -0.20 0.0000
H -5.72 0.99 1.17 0.0001
H -4.96 -0.95 2.18 0.0001
H -3.48 -1.64 1.51 0.0001
H -5.03 -2.38 1.14 -0.0004
H -0.77 -3.78 0.92 -0.0046
H 0.80 -3.70 1.73 -0.0048
H 0.24 -5.22 1.04 -0.0009
H 2.89 -4.19 0.38 0.0011
H 4.95 -3.72 -0.74 -0.0001
H 4.94 -2.75 -2.23 0.0000
H 4.80 -4.51 -2.31 0.0000
H 2.79 -2.77 -3.65 0.0001
H 0.80 -2.14 -4.67 -0.0006
H -0.69 -1.95 -3.76 0.0011
H -0.28 -3.52 -4.45 0.0004
H 2.93 3.46 2.33 0.0049
H 4.29 4.16 1.45 -0.0025
H 4.53 3.48 3.06 0.0010
H 5.85 2.84 0.24 -0.0003
H 7.09 1.59 -1.41 -0.0001
H 6.78 -0.12 -1.67 0.0000
H 7.83 0.39 -0.35 0.0001
H 5.35 -1.38 -0.02 -0.0007
H 3.78 -2.51 1.27 0.0000
H 2.28 -1.62 1.55 0.0361
H 3.44 -1.79 2.85 0.0005
O -1.04 4.35 -2.35 0.0072
H -1.44 4.37 -1.47 -0.0010
H -1.71 3.96 -2.93 0.0003
Cl 3.73 4.74 -1.67 -0.0007
C 3.45 3.78 -3.16 -0.0097
Cl 1.73 3.89 -3.59 0.0632
Cl 4.40 4.44 -4.47 0.0038
C 3.85 2.30 -2.82 -0.0048
O 4.96 1.95 -3.14 0.0331
O 3.00 1.63 -2.14 0.1685
F 1.29 0.65 -4.37 0.0417
Sb 0.61 1.15 -6.10 -0.0003
F -1.02 0.26 -5.76 0.0005
F 1.34 -0.46 -6.76 0.0007
F 0.00 1.66 -7.80 -0.0001
F 2.22 2.08 -6.40 -0.0001
F -0.15 2.70 -5.30 0.0047
```

Calculated values
Charge: -1
Energy (Eh): -10248.6264
Highest occupied orbital energy (spin up / spin down) (hartree): -0.204 / -0.228
Spin multiplicity: 4
Orbital gap (spin up / spin down) (eV): 7.591 / 5.980
⟨S²⟩: 3.76


Record 2
This record from OMol25 describes a structure of composition C17H29INO2P2Pb. The level of theory is ωB97M-V/def2-TZVPD.

XYZ file:
```
53
Properties=species:S:1:pos:R:3:nbo_charge:R:1
C -1.02 3.22 -2.56 -0.2809
C -1.08 2.21 -1.56 0.2527
N 0.09 1.89 -0.89 -0.5859
C 1.26 2.40 -1.25 0.2562
C 1.35 3.40 -2.23 -0.3065
C 0.18 3.83 -2.87 -0.1177
C -2.32 1.54 -1.25 -0.9382
P -2.51 0.35 0.03 1.0737
Pb -0.10 0.56 1.29 1.0573
P 2.44 0.32 0.29 0.9682
C 2.54 2.00 -0.49 -0.7538
C -0.11 -1.72 2.17 -0.1335
C -0.55 -1.50 3.47 -0.3258
C -0.53 -2.57 4.36 -0.1858
C -0.11 -3.84 3.92 -0.2027
C 0.29 -4.03 2.58 -0.1792
C 0.27 -2.95 1.67 -0.3269
O -1.62 -0.47 -3.53 -0.9753
O 1.12 -0.72 -3.33 -0.9911
H -1.95 3.54 -3.04 0.2259
H 2.31 3.87 -2.40 0.2250
H 0.22 4.65 -3.58 0.2323
C -3.47 0.98 1.45 -0.9662
C -3.34 -1.18 -0.50 -0.9671
H 3.39 2.00 -1.20 0.2657
H 2.68 2.74 0.33 0.2694
H -2.02 0.19 -2.93 0.4995
H -3.19 1.85 -1.84 0.2537
C 3.40 0.38 1.84 -0.9536
C 3.38 -0.76 -0.81 -0.9497
H -0.90 -0.53 3.84 0.2172
H -0.83 -2.40 5.40 0.2323
H -0.09 -4.66 4.61 0.2313
H 0.60 -5.01 2.22 0.2307
H 0.55 -3.15 0.64 0.2356
H -0.23 -2.22 -1.09 -0.0034
H 1.26 -1.64 -3.60 0.4686
H 0.13 -0.60 -3.38 0.5059
H -1.89 -0.18 -4.42 0.4888
H 0.24 -1.64 -1.22 0.0036
H -4.51 1.19 1.14 0.2553
H -3.45 0.20 2.23 0.2391
H -2.99 1.89 1.84 0.2555
H -4.42 -1.02 -0.63 0.2640
H -2.89 -1.55 -1.43 0.2741
H -3.17 -1.93 0.29 0.2557
H 4.42 -0.43 -0.88 0.2558
H 3.35 -1.77 -0.39 0.2534
H 2.89 -0.75 -1.78 0.2941
H 4.45 0.62 1.63 0.2545
H 2.96 1.10 2.55 0.2595
H 3.32 -0.63 2.29 0.2564
I 0.19 2.93 3.00 -0.1681
```

Calculated values
Charge: +1
Energy (Eh): -2043.3724
Highest occupied orbital energy (spin up / spin down) (hartree): -0.361 / -0.361
Spin multiplicity: 1
Orbital gap (spin up / spin down) (eV): 4.424 / 4.426


Record 3
This record from OMol25 describes a cluster of 2 separate species, C4H3FO in total. The level of theory is ωB97M-V/def2-TZVPD.

XYZ file:
```
9
Properties=species:S:1:pos:R:3:nbo_charge:R:1
C -0.82 1.29 -1.56 -0.2847
C -0.46 0.24 -1.07 -0.1643
C 1.08 -0.56 0.62 0.3014
C -0.32 -0.70 0.86 0.3309
O 1.80 0.19 1.20 -0.4868
F -0.92 0.17 1.71 -0.2886
H -0.80 2.09 -2.15 0.2149
H 1.40 -1.18 -0.14 0.1439
H -0.96 -1.54 0.52 0.2334
```

Calculated values
Energy (Eh): -329.1082
Highest occupied orbital energy (hartree): -0.388
Spin multiplicity: 1
Orbital gap (eV): 9.312